No. 1
Below is an isolated molecule of C8H16NO2P in a non-equilibrium geometry, with properties calculated with ωB97M-V with the def2-TZVPD basis set.

- LUMO energy: 0.0258 Eh
- Energy above the lowest of the compared OMol25 structures with the same formula, charge and spin: 92.7 kJ/mol
- Orbital gap: 8.61 eV
- Electronic energy: -860.91604 a.u.

The geometry in ORCA input format:
```
! RIJCOSX wB97M-V def2-TZVPD def2/J DEFGRID3
* xyz 0 1
C 0.18455 -3.09160 -0.64712
C -1.39653 -1.34307 -0.11470
C -2.89005 0.05868 -1.58187
C 2.77505 0.33069 -1.16137
C 0.23396 2.18534 2.30699
C -2.83867 -1.04451 -0.56128
C 1.81403 -0.60760 -0.43139
C 1.27830 1.10432 1.76992
N -0.78318 -2.43986 -0.29997
O -0.73337 -0.49621 0.81501
O 0.06687 1.56161 -0.56380
P 0.51048 0.46494 0.26168
H 0.27505 -4.04112 -0.22033
H -2.55864 -0.40308 -2.58152
H -2.11752 0.70764 -1.26307
H -3.88514 0.54060 -1.62969
H 3.22094 0.98557 -0.36260
H 3.67006 -0.27993 -1.56208
H 2.29724 1.05176 -1.98212
H -0.19252 2.68771 1.39620
H -0.58703 1.64517 2.87336
H 0.60233 3.05110 3.07134
H -3.18372 -0.64009 0.32070
H -3.22387 -2.01462 -0.88771
H 2.31924 -1.24479 0.33635
H 1.24568 -1.09762 -1.17163
H 1.80405 0.58358 2.49498
H 2.09239 1.78543 1.37574
*
```

***

No. 2
Below is a structure of composition C12H27BCl4F4MnN2O4 in a non-equilibrium geometry, with properties calculated with ωB97M-V with the def2-TZVPD basis set.

- LUMO energy (alpha / beta): -0.4395 / -0.3900 Eh
- Orbital gap (alpha / beta): 1.47 / 2.84 eV
- Electronic energy: -4299.34418 a.u.

The geometry in ORCA input format:
```
! RIJCOSX wB97M-V def2-TZVPD def2/J DEFGRID3
* xyz 2 6
Mn -0.04507 -2.57052 -3.84152
C 0.18978 4.46949 -2.82536
C -0.25817 4.09603 -1.38017
N -1.61953 4.54216 -1.00818
C -1.97440 5.84746 -1.06994
C -3.34131 5.86167 -0.76124
N -3.80012 4.55163 -0.57782
C -2.77181 3.76633 -0.68248
C -5.13562 4.09607 -0.52474
H 0.72422 3.66832 -3.33585
H 0.80148 5.36867 -2.75187
H -0.59599 4.82134 -3.49383
H 0.40229 4.60426 -0.67760
H -0.34021 3.05252 -1.07610
H -1.30203 6.64761 -1.34212
H -4.05190 6.67459 -0.73606
H -2.82259 2.69068 -0.76495
H -5.19046 3.01018 -0.60178
H -5.67324 4.51782 -1.37397
H -5.73125 4.39394 0.33816
B 0.11258 -0.84869 0.15632
F -0.12380 -0.85642 -1.23584
F -0.95653 -0.28913 0.81271
F 0.32402 -2.09432 0.58379
F 1.28612 -0.11869 0.39976
C 4.39346 -1.72306 -2.32869
C 5.03817 -2.27507 -0.99218
O 5.44414 -3.61303 -1.24086
O 3.28789 -2.74222 -2.57253
H 5.03252 -1.63408 -3.20721
H 4.08432 -0.70177 -2.10622
H 4.33158 -2.23053 -0.16342
H 5.88451 -1.62742 -0.76336
H 6.08026 -3.89040 -0.57753
H 3.52913 -3.51396 -2.05501
C -1.37011 -6.28722 -0.91067
C -2.91018 -6.46776 -0.54560
O -3.87419 -6.29296 -1.58188
O -0.93546 -5.03979 -1.50444
H -1.13062 -7.05228 -1.64920
H -0.65885 -6.49955 -0.11246
H -3.10585 -5.87171 0.34577
H -3.00725 -7.49124 -0.18343
H -3.76476 -5.42285 -1.97244
H -0.91135 -4.50789 -0.70564
C 0.80870 -1.68849 5.69028
Cl -0.61948 -1.45188 6.62548
Cl 1.41214 -3.35051 5.80211
H 0.68975 -1.34613 4.66230
H 1.61399 -1.06726 6.08230
C 2.42155 2.71899 4.71515
Cl 3.09657 4.04447 3.64509
Cl 3.06419 2.54815 6.28916
H 1.34084 2.84146 4.78706
H 2.62812 1.73311 4.29866
*
```

***

No. 3
Below is the ion C7H16NO2S with charge +1 in a non-equilibrium geometry, with properties calculated with ωB97M-V with the def2-TZVPD basis set.

- LUMO energy (alpha / beta): -0.0988 / -0.2576 Eh
- Energy above the lowest of the compared OMol25 structures with the same formula, charge and spin: 0.0 kJ/mol
- Orbital gap (alpha / beta): 8.07 / 5.69 eV
- Electronic energy: -879.27409 a.u.

The geometry in ORCA input format:
```
! RIJCOSX wB97M-V def2-TZVPD def2/J DEFGRID3
* xyz 1 3
C -1.72593 -0.09351 0.24943
C -2.84899 0.67661 -0.15184
C 0.41873 2.39032 0.25535
C 0.17698 -2.46075 0.86567
C 1.37873 -1.60673 -0.99251
C -0.66536 -0.52201 -0.49685
C 1.64727 1.54486 0.03480
N 0.46056 -1.19923 0.00259
O -1.85959 -0.31939 1.55620
O 1.87273 1.23840 -1.27463
S 1.46073 -0.02092 1.21152
H -3.57593 0.29538 -0.81525
H -2.36434 1.68976 -0.61837
H -3.36754 1.02650 0.66223
H -0.41106 1.77748 0.41573
H 0.58415 3.15462 1.10628
H 0.33982 3.11900 -0.62677
H -0.00209 -3.27415 0.20870
H 1.05599 -2.66069 1.44803
H -0.70664 -2.32854 1.42727
H 2.02958 -0.82232 -1.29174
H 2.04796 -2.36670 -0.56070
H 0.82001 -2.07738 -1.86293
H -0.72619 -0.19260 -1.56582
H 2.52581 1.83915 0.57425
H 2.50529 1.80623 -1.78702
H -1.07067 -0.61336 2.02638
*
```

***

No. 4
Below is a cluster of 2 separate species, C5H12NO2 in total in a non-equilibrium geometry, with properties calculated with ωB97M-V with the def2-TZVPD basis set.

- LUMO energy: 0.1233 Eh
- Energy above the lowest of the compared OMol25 structures with the same formula, charge and spin: 602.3 kJ/mol
- Orbital gap: 6.81 eV
- Electronic energy: -402.80006 a.u.

The geometry in ORCA input format:
```
! RIJCOSX wB97M-V def2-TZVPD def2/J DEFGRID3
* xyz -1 1
C 0.25694 -0.18011 -1.99085
O -0.45267 0.43188 -2.96517
C 0.08574 0.42512 -0.56635
C 0.63873 -0.45792 0.51333
C 0.31152 0.06572 1.97387
C 1.26538 -1.15891 2.91403
N 1.39389 0.09266 3.18977
H 1.35721 -0.07811 -2.17197
H 0.10851 -1.28711 -1.89571
H 0.57853 1.40431 -0.63275
H -0.95351 0.64216 -0.32739
H 0.06080 -1.39714 0.46182
H 1.66474 -0.80231 0.46707
H 0.35514 1.13199 1.76232
H -0.69103 -0.10941 2.34828
H 1.92047 -1.73345 2.23699
H 0.49423 -1.80911 3.39368
H -3.21069 0.14591 -2.30250
H -1.81287 0.79282 -2.56166
O -2.74952 0.95508 -2.05884
*
```

***

No. 5
Below is an isolated molecule of C2H5NO in a non-equilibrium geometry, with properties calculated with ωB97M-V with the def2-TZVPD basis set.

- SMILES string: CC(N)=O
- LUMO energy: 0.0338 Eh
- Energy above the lowest of the compared OMol25 structures with the same formula, charge and spin: 131.6 kJ/mol
- Orbital gap: 10.93 eV
- Electronic energy: -209.17219 a.u.

The geometry in ORCA input format:
```
! RIJCOSX wB97M-V def2-TZVPD def2/J DEFGRID3
* xyz 0 1
C 0.63151 0.97525 0.32645
C 0.26020 -0.48224 0.03278
N -1.01152 -0.62173 -0.58707
O 1.03717 -1.40450 0.16255
H 0.99218 1.04335 1.35612
H -0.21129 1.65792 0.19120
H 1.43696 1.29397 -0.35137
H -1.19448 -1.64018 -0.88746
H -1.94073 -0.82184 -0.24320
*
```

***

No. 6
Below is an isolated molecule of C4H6N2 in a non-equilibrium geometry, with properties calculated with ωB97M-V with the def2-TZVPD basis set.

- SMILES string: Nc1ccc[nH]1
- LUMO energy: 0.0361 Eh
- Energy above the lowest of the compared OMol25 structures with the same formula, charge and spin: 148.5 kJ/mol
- Orbital gap: 8.70 eV
- Electronic energy: -265.47903 a.u.

The geometry in ORCA input format:
```
! RIJCOSX wB97M-V def2-TZVPD def2/J DEFGRID3
* xyz 0 1
N 2.00963 -0.14373 -0.12628
C 0.61774 0.01863 0.04077
C -0.19286 1.09856 -0.06442
C -1.53355 0.65514 -0.08130
C -1.51653 -0.70865 0.20743
N -0.19638 -1.07123 0.26184
H 2.40248 0.70706 -0.50498
H 2.45040 -0.33526 0.75933
H 0.03796 2.12575 -0.30342
H -1.91184 1.11612 -0.96350
H -2.28209 -1.46696 0.37063
H 0.16574 -2.00052 0.38306
*
```